(1)
DFT (ωB97M-V/def2-TZVPD) results for a structure of composition C57H59CsN10O3P3SSi.

## Properties
**Total charge**: -1
**LUMO level**: 1.84 eV
**E_HOMO**: -3.04 eV
**Energy**: -128241.06963 eV
**Orbital gap**: 4.9 eV
**F_max**: 0.042 Eh/bohr
**ΔE to the lowest compared entry with this formula, charge and spin**: 30.8 kJ/mol

Atoms and positions in Å:
Cs 0.758 0.384 -0.638
C -4.317 0.988 0.282
Si -2.735 -0.082 0.201
C -3.152 -1.374 -1.180
C -4.270 -1.208 -2.014
C -4.519 -2.030 -3.102
C -3.652 -3.075 -3.401
C -2.542 -3.275 -2.595
C -2.286 -2.440 -1.507
P -0.794 -2.672 -0.460
C 0.374 -3.501 -1.625
C 0.675 -2.858 -2.829
C 1.614 -3.378 -3.703
C 2.286 -4.552 -3.387
C 2.001 -5.198 -2.195
C 1.052 -4.679 -1.322
C -1.231 -4.066 0.648
C -2.283 -4.948 0.407
C -2.549 -5.986 1.288
C -1.770 -6.159 2.424
C -0.731 -5.278 2.682
C -0.473 -4.235 1.803
C -2.904 -1.234 1.756
C -3.901 -2.199 1.906
C -3.959 -3.037 3.013
C -3.014 -2.912 4.021
C -2.015 -1.953 3.911
C -1.953 -1.133 2.787
P -0.608 0.093 2.496
C -1.489 1.675 2.799
C -2.586 1.775 3.650
C -3.189 3.003 3.889
C -2.691 4.148 3.287
C -1.601 4.056 2.430
C -1.012 2.826 2.173
C 0.383 -0.020 4.050
C 0.410 0.942 5.057
C 1.304 0.842 6.118
C 2.184 -0.225 6.197
C 2.172 -1.192 5.200
C 1.290 -1.080 4.137
H -5.250 0.419 0.389
H -4.392 1.613 -0.613
H -4.243 1.666 1.138
H -4.957 -0.395 -1.812
H -5.390 -1.851 -3.723
H -3.834 -3.724 -4.250
H -1.856 -4.084 -2.822
H 0.162 -1.939 -3.090
H 1.827 -2.856 -4.628
H 3.027 -4.955 -4.066
H 2.515 -6.116 -1.937
H 0.838 -5.207 -0.401
H -2.905 -4.812 -0.468
H -3.376 -6.657 1.085
H -1.984 -6.968 3.111
H -0.130 -5.387 3.577
H 0.326 -3.535 2.026
H -4.643 -2.311 1.121
H -4.737 -3.789 3.085
H -3.049 -3.562 4.888
H -1.278 -1.856 4.699
H -2.976 0.881 4.123
H -4.048 3.060 4.547
H -3.157 5.108 3.476
H -1.211 4.943 1.947
H -0.176 2.755 1.482
H -0.272 1.781 5.019
H 1.306 1.607 6.885
H 2.882 -0.300 7.022
H 2.861 -2.028 5.239
H 1.313 -1.827 3.349
N 7.043 -3.022 2.430
C 6.323 -2.064 1.703
C 4.979 -2.272 1.397
C 4.286 -1.343 0.641
C 4.917 -0.195 0.188
C 6.256 0.011 0.478
C 6.957 -0.918 1.224
S 3.993 0.984 -0.763
O 3.098 0.165 -1.572
O 4.944 1.821 -1.452
N 3.022 1.782 0.202
C 3.408 2.324 1.383
N 2.386 2.887 2.079
C 2.658 3.322 3.295
C 3.926 3.248 3.860
C 4.910 2.725 3.042
N 4.681 2.280 1.814
H 6.471 -3.593 3.034
H 7.832 -2.644 2.932
H 4.478 -3.169 1.743
H 3.249 -1.525 0.391
H 6.734 0.913 0.120
H 8.007 -0.757 1.443
H 1.824 3.748 3.847
H 4.129 3.589 4.865
H 5.940 2.665 3.384
C -0.060 6.759 0.087
N -0.571 5.539 -0.477
C -1.921 5.330 -0.949
C -1.790 3.958 -1.621
O -2.695 3.421 -2.220
N -0.509 3.483 -1.441
C 0.147 4.436 -0.797
N 1.454 4.357 -0.501
H -0.656 7.598 -0.272
H 0.968 6.926 -0.238
H -0.090 6.766 1.181
H -2.224 6.086 -1.677
H -2.653 5.284 -0.140
H 1.876 3.436 -0.586
H 1.785 4.869 0.300
C -0.148 1.686 -6.890
N -0.528 2.611 -5.828
C -1.975 2.508 -5.619
N -2.447 1.151 -5.356
C -1.996 0.279 -6.430
N -0.550 0.299 -6.662
C 0.168 -0.272 -5.514
P -0.122 0.620 -3.908
C 0.204 2.317 -4.588
C -1.967 0.677 -4.049
H 0.935 1.724 -7.024
H -0.626 2.023 -7.815
H -2.468 2.866 -6.529
H -2.264 3.145 -4.782
H -2.484 0.598 -7.356
H -2.305 -0.745 -6.208
H 1.240 -0.275 -5.732
H -0.135 -1.319 -5.403
H 1.277 2.426 -4.771
H -0.069 3.046 -3.823
H -2.357 1.326 -3.263
H -2.367 -0.325 -3.862

---

(2)
DFT (ωB97M-V/def2-TZVPD) results for a cluster of 2 separate species, C3H9NO2 in total.

## Properties
**Total charge**: 0
**LUMO level**: 0.74 eV
**Structure (SMILES)**: CN(C)C=O.O
**E_HOMO**: -9.61 eV
**Energy**: -8841.61933 eV
**Orbital gap**: 10.4 eV
**F_max**: 0.061 Eh/bohr
**ΔE to the lowest compared entry with this formula, charge and spin**: 128.9 kJ/mol

Atoms and positions in Å:
C 0.783 -1.083 -0.171
N 0.279 -0.104 0.604
C -0.818 0.804 0.334
C 0.844 -0.031 1.942
O 0.439 -1.211 -1.345
H 1.686 -1.620 0.151
H -0.452 1.841 0.340
H -1.679 0.588 1.030
H -1.081 0.730 -0.722
H 0.020 -0.042 2.687
H 1.422 0.867 2.149
H 1.284 -1.007 2.247
H -0.753 -0.529 -2.695
H -0.642 0.593 -3.556
O -1.331 0.205 -2.995

---

(3)
DFT (ωB97M-V/def2-TZVPD) results for a structure of composition C5H10N4O4S2.

## Properties
**Total charge**: 0
**LUMO level**: -0.17 eV
**E_HOMO**: -9.09 eV
**Energy**: -41164.56782 eV
**Orbital gap**: 8.9 eV
**F_max**: 0.061 Eh/bohr
**ΔE to the lowest compared entry with this formula, charge and spin**: 54.3 kJ/mol

Atoms and positions in Å:
C 0.374 -0.916 -0.047
C 4.019 1.387 -0.562
C -1.331 0.883 -0.132
C -3.467 -0.289 -0.175
C -1.784 -1.129 1.145
N 4.674 0.683 0.446
N -2.627 0.679 -0.923
N -0.772 -0.349 0.343
N -2.831 -1.478 0.303
O 1.199 -0.069 -0.686
O 3.470 0.357 -1.481
O 0.797 -2.009 0.168
O 2.519 0.549 1.661
S 2.677 -0.808 -0.844
S 3.786 -0.089 1.409
H 3.170 1.898 -0.213
H 4.646 2.159 -1.254
H -0.542 1.297 -0.889
H -1.623 1.655 0.680
H -3.725 0.251 0.746
H -4.341 -0.657 -0.789
H -1.343 -2.032 1.534
H -2.125 -0.422 1.895
H -2.176 0.383 -1.796
H -2.644 -1.932 -0.537

---

(4)
DFT (ωB97M-V/def2-TZVPD) results for an isolated molecule of C12H16Si.

## Properties
**Total charge**: 0
**LUMO level**: 0.87 eV
**Structure (SMILES)**: C1=C2CCC=C3CCC=C(CC1)[SiH]23
**E_HOMO**: -8.71 eV
**Energy**: -20578.01099 eV
**Orbital gap**: 9.6 eV
**F_max**: 0.110 Eh/bohr
**ΔE to the lowest compared entry with this formula, charge and spin**: 377.2 kJ/mol

Atoms and positions in Å:
C 2.101 0.218 0.719
C -1.415 1.817 -0.194
C -0.772 -2.085 0.129
C 1.452 0.954 -0.177
C -1.425 0.659 -0.825
C 0.247 -1.671 -0.594
C -0.279 2.731 0.039
C 2.387 -1.223 0.786
C -2.200 -1.476 0.136
C 1.092 2.418 -0.261
C -2.559 -0.261 -0.733
C 1.675 -2.137 -0.284
Si 0.202 -0.061 -1.468
H 2.466 0.893 1.513
H -2.363 1.975 0.301
H -0.706 -2.951 0.828
H -0.680 3.695 -0.487
H -0.264 3.100 1.099
H 3.477 -1.279 0.651
H 2.151 -1.691 1.778
H -2.902 -2.346 -0.077
H -2.376 -1.263 1.258
H 1.634 3.087 0.370
H 1.140 2.717 -1.319
H -3.405 0.082 -0.051
H -2.961 -0.561 -1.635
H 1.390 -3.160 0.157
H 2.309 -2.382 -1.099
H 0.478 0.164 -2.858

---

(5)
DFT (ωB97M-V/def2-TZVPD) results for a cluster of 3 separate species, C6H16O2 in total.

## Properties
**Total charge**: 0
**LUMO level**: 0.67 eV
**Structure (SMILES)**: C=C(C)CCC.O.O
**E_HOMO**: -9.29 eV
**Energy**: -10575.44757 eV
**Orbital gap**: 10.0 eV
**F_max**: 0.044 Eh/bohr
**ΔE to the lowest compared entry with this formula, charge and spin**: 105.5 kJ/mol

Atoms and positions in Å:
C 2.256 1.712 -1.018
C 1.916 0.210 -1.315
C 0.581 -0.316 -0.657
C 0.595 0.011 0.837
C -0.098 0.991 1.437
C 1.390 -0.914 1.779
H 2.657 2.053 -1.975
H 1.380 2.292 -0.798
H 3.076 1.825 -0.312
H 2.766 -0.463 -1.314
H 1.829 0.131 -2.395
H 0.712 -1.395 -0.764
H -0.321 0.069 -1.214
H 0.040 1.113 2.521
H -0.798 1.710 1.013
H 1.271 -0.556 2.805
H 2.460 -1.022 1.555
H 0.961 -1.911 1.819
H -3.790 0.841 -1.692
H -3.205 -0.571 -1.673
O -2.996 0.347 -1.468
H -2.133 -0.955 0.396
H -2.365 -1.669 1.668
O -2.520 -1.781 0.724

---

(6)
DFT (ωB97M-V/def2-TZVPD) results for a cluster of 3 separate species, C12H34B2BrN3O in total.

## Properties
**Total charge**: 0
**LUMO level**: 0.02 eV
**Structure (SMILES)**: CCN(CC)CC.CCN(CC)CC.NB(O)BBr
**E_HOMO**: -8.17 eV
**Energy**: -90909.51428 eV
**Orbital gap**: 8.2 eV
**F_max**: 0.063 Eh/bohr

Atoms and positions in Å:
N 0.665 -3.197 3.959
B 1.862 -3.813 3.258
O 1.847 -4.964 2.333
B 3.352 -3.131 3.610
Br 4.179 -1.653 2.509
H 0.467 -2.215 3.626
H -0.194 -3.800 3.901
H 0.905 -5.194 2.072
H 3.880 -3.567 4.593
C 0.130 0.966 0.992
C -1.184 1.450 1.605
N -1.282 1.249 3.054
C -2.635 1.473 3.575
C -3.204 2.885 3.478
C -0.202 1.816 3.862
C 0.036 3.319 3.766
H 0.303 -0.091 1.213
H 0.096 1.081 -0.096
H 0.986 1.544 1.353
H -1.987 0.886 1.113
H -1.329 2.503 1.332
H -2.678 1.147 4.622
H -3.319 0.797 3.046
H -2.765 3.549 4.227
H -4.282 2.862 3.669
H -3.059 3.328 2.489
H 0.732 1.306 3.595
H -0.357 1.551 4.915
H -0.004 3.689 2.738
H 1.031 3.559 4.158
H -0.683 3.880 4.367
C -0.316 -1.271 -1.904
C -0.506 -1.292 -3.421
N -0.170 -0.029 -4.087
C -0.604 0.016 -5.487
C 0.047 -0.962 -6.460
C 1.170 0.501 -3.834
C 2.359 -0.379 -4.205
H -0.896 -0.466 -1.444
H -0.657 -2.219 -1.475
H 0.735 -1.149 -1.626
H -1.564 -1.519 -3.602
H 0.069 -2.132 -3.834
H -0.476 1.035 -5.874
H -1.688 -0.156 -5.513
H 1.061 -0.652 -6.725
H -0.528 -0.993 -7.391
H 0.084 -1.982 -6.067
H 1.248 0.745 -2.767
H 1.279 1.470 -4.335
H 2.221 -1.423 -3.911
H 3.258 -0.015 -3.696
H 2.567 -0.342 -5.276

---

(7)
DFT (ωB97M-V/def2-TZVPD) results for a structure of composition C15H27CuN3O3.

## Properties
**Total charge**: +2
**LUMO level (spin up / spin down)**: -6.51 / -9.27 eV
**E_HOMO (spin up / spin down)**: -13.19 / -13.19 eV
**Energy**: -71229.96076 eV
**Orbital gap (spin up / spin down)**: 6.7 / 3.9 eV
**F_max**: 0.040 Eh/bohr
**2S+1**: 2

Atoms and positions in Å:
C -2.877 0.451 -2.437
C -2.557 -0.094 -3.810
H -3.948 0.612 -2.367
H -2.479 1.485 -2.433
C -1.280 -0.436 -4.049
C -0.372 -0.396 -2.803
H -0.224 0.651 -2.569
H 0.530 -0.918 -3.123
C -3.618 0.071 -4.885
H -4.637 0.259 -4.494
H -3.660 -0.824 -5.523
H -3.345 0.902 -5.559
C -0.891 -0.601 -5.523
H -1.039 0.299 -6.173
H -1.493 -1.382 -6.041
H 0.165 -0.875 -5.618
Cu 0.862 1.127 2.120
O -0.463 0.237 0.885
C -0.242 -0.717 0.123
O 1.929 -0.609 2.172
C 1.623 -1.619 1.532
O 2.337 -2.727 1.617
N 0.582 -1.750 0.601
C 1.801 -3.740 0.725
C 0.705 -3.050 -0.053
H 1.395 -4.576 1.316
H 2.613 -4.142 0.088
H -0.260 -3.586 -0.013
H 1.013 -2.923 -1.111
C -0.978 -0.924 -1.351
C -2.414 -0.303 -1.216
H -1.049 -1.991 -1.387
H -2.452 0.415 -0.366
H -3.150 -1.074 -0.852
N 0.583 1.022 4.184
C 0.767 2.239 5.020
C 2.164 2.809 4.962
C 3.071 2.328 3.859
N 2.416 2.385 2.477
H 1.276 0.309 4.418
H -0.331 0.598 4.319
H 0.031 2.958 4.666
H 0.501 1.970 6.042
H 2.091 3.894 4.933
H 2.665 2.565 5.898
H 3.976 2.936 3.792
H 3.371 1.291 3.984
H 3.097 2.083 1.763
H 2.193 3.362 2.260

---

(8)
DFT (ωB97M-V/def2-TZVPD) results for an isolated molecule of C6H9N.

## Properties
**Total charge**: 0
**LUMO level**: 1.09 eV
**Structure (SMILES)**: C=N[C@@]1(C)CC1=C
**E_HOMO**: -8.81 eV
**Energy**: -7853.82724 eV
**Orbital gap**: 9.9 eV
**F_max**: 0.124 Eh/bohr
**ΔE to the lowest compared entry with this formula, charge and spin**: 418.0 kJ/mol

Atoms and positions in Å:
C -1.069 0.361 -0.134
C -1.889 1.071 -0.784
C 1.639 1.417 -0.044
C -0.613 -0.046 1.199
C 0.365 -0.506 0.097
C 0.718 -1.952 -0.354
N 1.587 0.150 0.210
H -1.974 1.204 -1.899
H -2.771 1.454 -0.321
H 2.536 1.935 0.242
H 0.702 1.874 -0.451
H -0.405 0.759 2.013
H -1.123 -0.819 1.749
H 0.454 -2.786 0.382
H 1.706 -1.952 -0.566
H 0.139 -2.165 -1.338

---

(9)
DFT (ωB97M-V/def2-TZVPD) results for a structure of composition CH4FN2O.

## Properties
**Total charge**: -1
**LUMO level (spin up / spin down)**: 4.65 / 4.66 eV
**E_HOMO (spin up / spin down)**: -1.94 / -1.20 eV
**Energy**: -8844.84705 eV
**Orbital gap (spin up / spin down)**: 6.6 / 5.9 eV
**F_max**: 0.132 Eh/bohr
**ΔE to the lowest compared entry with this formula, charge and spin**: 161.3 kJ/mol

Atoms and positions in Å:
C 0.263 0.222 -0.723
N -0.667 0.667 0.086
N 0.877 -1.199 -0.411
O 1.798 -1.623 -1.155
F -0.561 -0.806 1.916
H 0.586 0.485 -1.745
H -1.392 1.297 -0.389
H -0.763 0.116 1.282
H 0.713 -1.604 0.542

---

(10)
DFT (ωB97M-V/def2-TZVPD) results for a structure of composition C5H4N2.

## Properties
**Total charge**: 0
**LUMO level (spin up / spin down)**: -2.08 / -1.84 eV
**E_HOMO (spin up / spin down)**: -8.56 / -8.59 eV
**Energy**: -8221.97396 eV
**Orbital gap (spin up / spin down)**: 6.5 / 6.8 eV
**F_max**: 0.112 Eh/bohr
**ΔE to the lowest compared entry with this formula, charge and spin**: 725.5 kJ/mol

Atoms and positions in Å:
C -0.456 -0.536 -1.822
C -0.177 0.233 -0.707
C 0.404 -0.268 0.469
C 0.364 -1.572 0.738
C -0.926 1.201 -2.494
N -0.654 -0.038 -2.956
N -0.640 1.375 -1.207
H 0.927 0.422 1.201
H 0.637 -1.543 -0.287
H 0.634 -1.813 1.694
H -1.408 1.897 -3.216

---

(11)
DFT (ωB97M-V/def2-TZVPD) results for a cluster of 2 separate species, C5H8N in total.

## Properties
**Total charge**: +1
**LUMO level**: -5.27 eV
**E_HOMO**: -14.89 eV
**Energy**: -6792.64505 eV
**Orbital gap**: 9.6 eV
**F_max**: 0.098 Eh/bohr
**ΔE to the lowest compared entry with this formula, charge and spin**: 525.2 kJ/mol

Atoms and positions in Å:
C 0.710 -1.822 0.352
C -1.221 -0.956 -1.109
C 1.071 0.333 -0.427
C -0.230 -1.274 -0.371
C -0.262 1.883 0.894
N 0.793 1.332 0.147
H 1.740 -2.277 -0.022
H 0.569 -2.176 1.342
H -1.960 -1.545 -1.550
H -1.484 0.053 -1.120
H 1.771 0.097 -1.157
H 0.204 2.904 1.065
H -1.207 2.142 0.238
H -0.494 1.306 1.719

---

(12)
DFT (ωB97M-V/def2-TZVPD) results for a cluster of 2 separate species, C2H2FN2O3 in total.

## Properties
**Total charge**: -1
**LUMO level (spin up / spin down)**: 4.13 / 3.89 eV
**E_HOMO (spin up / spin down)**: -4.55 / -2.57 eV
**Energy**: -13943.49675 eV
**Orbital gap (spin up / spin down)**: 8.7 / 6.5 eV
**F_max**: 0.039 Eh/bohr
**ΔE to the lowest compared entry with this formula, charge and spin**: 180.1 kJ/mol

Atoms and positions in Å:
C 1.116 -0.778 -0.371
C -0.309 -1.573 0.098
N -0.648 1.623 -0.452
N 0.627 1.644 0.114
O -1.372 -1.288 -0.387
O 1.996 -1.171 -1.037
O 0.190 -2.348 0.880
F 0.523 1.321 1.575
H -0.845 0.626 -0.667
H -1.280 1.944 0.249